# 1
Here is a cluster of 9 separate species, C31H53BrCl24F2N4O4P in total in a non-equilibrium geometry from OMol25. Energies are from wB97M-V/def2-TZVPD.

Each line ends with the Löwdin charge.
Geometry (Å):
C  0.86495  1.15266  3.44502  -0.01
C  1.33817  1.96722  2.35860  -0.08
C  1.70341  1.39064  0.88612  -0.10
N  1.03257  2.12590  -0.24584  -0.06
O  1.44927  3.44314  0.06269  0.00
C  1.70559  1.98628  -1.59329  -0.30
C  3.19895  1.34370  -1.54681  -0.04
F  2.05453  3.26779  -2.18761  0.00
C  1.05015  1.12719  -2.73999  -0.05
C  -0.41954  0.54904  -2.46428  -0.32
C  -1.07629  0.24465  -3.89077  -0.23
N  -0.12153  -0.02096  -4.99624  0.00
C  -0.25734  -0.81738  -1.69675  -0.15
C  0.37620  -2.05028  -2.45653  -0.16
C  1.93239  -2.34566  -2.14815  -0.16
C  2.23297  -2.65200  -0.60764  -0.19
N  3.59331  -2.13057  -0.30039  -0.19
C  3.93631  -2.24570  1.15811  -0.06
C  4.62096  -2.72122  -1.15664  -0.43
C  5.79164  -1.75200  -1.66419  -0.01
O  4.66446  -3.89708  -1.53507  0.08
C  -1.12273  1.77928  -1.71145  -0.43
O  -1.09485  2.85576  -2.66767  -0.09
P  -3.05204  1.55832  -1.72467  0.95
N  -3.48249  -0.13422  -1.86272  -0.16
O  -3.73217  2.27465  -3.13821  -0.30
C  -0.50550  2.14112  -0.23080  -0.18
C  -1.08613  3.63978  -0.04446  -0.13
C  -1.01532  4.38868  1.33617  -0.18
C  -0.62281  5.93696  1.10755  -0.16
F  0.69612  6.09847  0.58605  -0.09
C  -1.21868  1.08102  0.71577  -0.16
C  -2.14117  1.54564  1.92419  -0.70
C  -2.47301  0.17838  2.74433  -0.19
Br  -3.90535  2.31540  1.54322  0.71
H  -0.19178  1.12770  3.84682  0.06
H  1.63479  0.50321  4.00963  -0.08
H  1.52073  3.06280  2.56274  0.11
H  2.82617  1.48569  0.96567  0.13
H  1.54729  0.25746  0.83423  0.14
H  2.39316  3.47226  0.30105  0.15
H  3.58370  1.34623  -2.61201  0.09
H  3.20563  0.29544  -1.11975  0.08
H  3.85950  2.05095  -0.93991  0.02
H  1.66883  0.23929  -3.10727  0.12
H  0.99954  1.79809  -3.66736  0.15
H  -1.69147  -0.71448  -3.75510  0.11
H  -1.80829  1.02484  -4.26007  0.09
H  -0.29386  -0.94004  -5.41706  0.06
H  -0.19493  0.70342  -5.72446  0.06
H  0.41722  -0.60451  -0.78715  0.09
H  -1.22752  -1.19554  -1.22009  0.07
H  0.26543  -2.08384  -3.57702  0.10
H  -0.15492  -2.99250  -2.07198  0.13
H  2.63574  -1.58424  -2.59970  0.10
H  2.14466  -3.32916  -2.69657  0.12
H  1.42228  -2.29923  0.09923  0.12
H  2.28880  -3.79111  -0.48547  0.13
H  5.01806  -2.58291  1.22523  0.11
H  3.84335  -1.19880  1.60086  0.07
H  3.20741  -2.98449  1.60719  0.05
H  5.54048  -1.29825  -2.68073  0.08
H  6.75927  -2.33889  -1.77360  0.09
H  5.98653  -0.90912  -0.93323  0.03
H  -0.33048  3.44891  -2.63302  0.10
H  -3.61903  -0.35096  -2.86171  0.00
H  -4.36320  -0.29831  -1.35101  -0.06
H  -4.05645  3.16212  -2.87739  0.05
H  -2.19912  3.69151  -0.31552  0.09
H  -0.63646  4.38687  -0.78729  0.13
H  -2.04907  4.46054  1.82796  0.09
H  -0.31656  4.02283  2.13280  0.09
H  -1.36675  6.42374  0.40800  0.13
H  -0.66824  6.48671  2.09529  0.12
H  -1.85060  0.28251  0.18248  0.09
H  -0.53397  0.34208  1.26572  0.11
H  -1.60812  2.18095  2.71151  0.08
H  -1.54243  -0.40733  3.00202  0.06
H  -3.10092  0.46869  3.64963  0.09
H  -3.19193  -0.39464  2.06159  0.04
C  -3.66100  -3.70230  1.54174  -1.51
Cl  -3.43290  -5.41491  1.16695  0.54
Cl  -2.71381  -3.24565  2.96514  0.53
Cl  -3.22154  -2.69666  0.15099  0.54
H  -4.71273  -3.53763  1.76336  0.01
C  -6.65438  -2.05162  -3.06661  -1.49
Cl  -5.81739  -1.20556  -4.37515  0.53
Cl  -5.95346  -3.65477  -2.81390  0.54
Cl  -6.59241  -1.10380  -1.57326  0.53
H  -7.69662  -2.17415  -3.35039  0.02
C  2.11197  -2.50223  5.34522  -1.45
Cl  2.70018  -0.95899  4.70086  0.56
Cl  0.46194  -2.32741  5.95191  0.54
Cl  2.18587  -3.76475  4.10934  0.58
H  2.75407  -2.79586  6.17224  0.03
C  -8.73636  -0.54356  2.04460  -1.54
Cl  -6.98030  -0.75500  2.13590  0.49
Cl  -9.37421  -1.27481  0.56617  0.51
Cl  -9.52062  -1.23412  3.47016  0.54
H  -8.95064  0.52175  2.01882  0.02
C  0.05190  -6.56496  5.50926  -1.56
Cl  0.38727  -8.24227  5.95658  0.54
Cl  -1.11562  -6.49639  4.18160  0.50
Cl  -0.53558  -5.65479  6.90893  0.51
H  0.97881  -6.10956  5.17104  -0.04
C  4.46033  1.37605  7.86672  -1.53
Cl  4.80392  -0.30265  8.30645  0.52
Cl  3.27396  1.44285  6.55484  0.49
Cl  3.88630  2.28217  9.27110  0.54
H  5.38230  1.83377  7.51754  0.02
C  -2.87460  0.22157  -7.85774  -1.52
Cl  -2.54216  1.80736  -7.14649  0.55
Cl  -1.54108  -0.28359  -8.90300  0.54
Cl  -3.16081  -0.98009  -6.59075  0.52
H  -3.77376  0.30041  -8.46345  0.02
C  7.06317  2.46211  -1.72480  -1.50
Cl  8.81186  2.27973  -1.55665  0.55
Cl  6.50118  1.71542  -3.22671  0.55
Cl  6.22775  1.76023  -0.32818  0.56
H  6.83168  3.52356  -1.76321  0.02

Cartesian forces (eV/Å) of the 6 atoms listed first:
1.31 0.17 -0.73
-1.36 -0.63 0.25
2.35 -2.63 3.68
2.04 1.69 1.14
-1.10 1.75 0.71
4.04 -2.71 -4.15

As for the spin multiplicity: 1. The HOMO energy is -10.05 eV. As for the total charge: +1.



# 2
Here is a cluster of 2 separate species, H6N3P in total in a non-equilibrium geometry from OMol25. Energies are from wB97M-V/def2-TZVPD.

Each line ends with the Löwdin charge.
Geometry (Å):
N  -2.01820  -0.11486  0.39102  -0.07
N  1.64142  1.23539  -0.06976  -0.28
N  1.12256  -1.31204  -0.15374  -0.29
P  0.87965  0.01933  0.84541  0.75
H  -2.41888  -0.89691  0.86390  -0.10
H  -2.63268  0.57372  0.59973  -0.15
H  1.76985  1.20083  -1.14308  0.09
H  1.83944  2.13565  0.28797  -0.01
H  0.47822  -1.38966  -0.97312  0.05
H  0.80242  -2.10446  0.42956  0.02

Cartesian forces (eV/Å) of the 6 atoms listed first:
3.44 -2.34 -2.01
-0.37 -1.69 -2.72
-1.48 -0.95 -0.35
-0.23 1.26 -0.06
0.05 -0.99 0.76
-2.10 3.34 1.04

As for the spin multiplicity: 1. The HOMO energy (alpha / beta) is -8.81 / -6.41 eV. The energy relative to the best compared isomer or geometry (same formula, charge and spin) is 285.5 kJ/mol.



# 3
Here is a cluster of 11 separate species, C11H44O11 in total in a non-equilibrium geometry from OMol25. Energies are from wB97M-V/def2-TZVPD.

Each line ends with the Löwdin charge.
Geometry (Å):
C  -3.78436  -0.67950  0.78671  -0.15
O  -2.91052  0.36270  1.14859  -0.14
H  -3.21606  -1.41013  0.21111  0.09
H  -4.12966  -1.15233  1.70611  0.07
H  -4.65180  -0.34580  0.21726  0.07
H  -3.33530  0.97483  1.75394  0.09
C  -2.41061  -1.69216  3.99294  -0.17
O  -1.48312  -2.58477  4.62766  -0.10
H  -3.34152  -2.19271  3.72657  0.07
H  -2.69231  -0.84077  4.61251  0.08
H  -2.12885  -1.25860  3.03339  0.05
H  -1.87079  -2.93312  5.43387  0.07
C  0.50429  -0.22085  -0.44952  -0.14
O  -0.31082  -0.97984  0.41416  -0.12
H  0.97829  0.67212  -0.04203  0.08
H  1.35581  -0.80356  -0.80091  0.06
H  -0.14517  0.07192  -1.27449  0.07
H  -1.07183  -0.41793  0.57756  0.03
C  -0.94743  -1.75240  -4.10125  -0.16
O  -1.38479  -3.09124  -4.26486  -0.12
H  -1.42601  -1.25748  -3.25619  0.06
H  0.14041  -1.70350  -4.05312  0.08
H  -1.38554  -1.27025  -4.97514  0.08
H  -2.34287  -3.03064  -4.26450  0.07
C  0.65701  -4.30562  -1.04200  -0.16
O  0.18077  -3.95084  0.22804  -0.13
H  1.70900  -4.02376  -1.08633  0.07
H  0.47226  -5.36601  -1.21385  0.08
H  0.02503  -3.80587  -1.77615  0.06
H  0.13268  -2.99728  0.32813  0.02
C  3.05115  0.72304  -3.19363  -0.13
O  2.06296  1.69822  -3.19969  -0.13
H  3.97803  1.11439  -2.77430  0.09
H  2.65672  -0.07638  -2.56637  0.07
H  3.22809  0.36039  -4.20619  0.09
H  1.50979  1.60847  -3.97914  0.10
C  3.04848  -2.46083  1.38623  -0.18
O  3.99201  -2.08527  2.33534  -0.12
H  2.99105  -3.54852  1.42764  0.08
H  2.09060  -2.02986  1.67746  0.07
H  3.36105  -2.09310  0.40889  0.08
H  3.69483  -2.29917  3.22277  0.08
C  1.55649  4.38677  2.14807  -0.12
O  1.45153  3.00640  1.83421  -0.14
H  1.97055  4.62675  3.12739  0.09
H  2.08168  4.86374  1.32055  0.07
H  0.53041  4.75455  2.15101  0.08
H  1.65628  3.00059  0.89632  0.03
C  3.45313  4.00832  -1.14421  -0.12
O  2.26394  3.21545  -0.92633  -0.14
H  3.46972  4.91666  -0.54194  0.07
H  4.33810  3.41542  -0.91307  0.08
H  3.49734  4.30801  -2.19126  0.08
H  2.19308  2.72559  -1.74888  0.02
C  -0.63591  1.32284  3.93655  -0.16
O  0.57183  2.02916  4.18941  -0.11
H  -0.52875  0.27696  4.22419  0.06
H  -1.52092  1.71995  4.43371  0.07
H  -0.92640  1.32570  2.88597  0.06
H  0.77238  2.42980  3.34037  0.00
C  -3.78638  1.05026  -2.72538  -0.17
O  -3.92108  0.45801  -3.98849  -0.12
H  -4.60726  0.63676  -2.13950  0.07
H  -2.80365  0.96512  -2.26159  0.07
H  -3.96233  2.12484  -2.77459  0.08
H  -3.96473  -0.49361  -3.86971  0.07

Cartesian forces (eV/Å) of the 6 atoms listed first:
-0.33 -0.40 0.55
0.67 0.50 -0.43
-0.04 0.07 -0.01
-0.24 -0.36 -0.14
0.03 0.12 -0.13
-0.05 -0.03 0.00

As for the spin multiplicity: 1. The HOMO energy is -9.48 eV. The energy relative to the best compared isomer or geometry (same formula, charge and spin) is 294.1 kJ/mol. Its SMILES is CO.CO.CO.CO.CO.CO.CO.CO.CO.CO.CO.



# 4
Here is the molecule C7H11NO in a non-equilibrium geometry from OMol25. Energies are from wB97M-V/def2-TZVPD.

Each line ends with the Löwdin charge.
Geometry (Å):
C  2.37386  0.59671  0.02129  -0.23
C  0.65600  -2.25775  -0.75484  0.03
C  1.10862  -1.03486  -0.90188  -0.13
C  -1.19172  -0.03656  0.85586  -0.05
C  0.09487  1.60431  -0.72391  -0.06
C  0.09017  0.81591  0.59084  -0.33
C  1.27757  -0.15085  0.37333  -0.50
N  3.21600  1.21904  -0.41020  0.23
O  1.32475  -0.93512  1.58761  -0.01
H  0.68734  -2.73687  -1.72342  0.06
H  0.25306  -2.69138  0.25877  0.13
H  1.73202  -0.72768  -1.76288  0.13
H  -1.37379  -0.61294  -0.07606  0.07
H  -2.07787  0.77703  1.05596  0.14
H  -0.88856  -0.71342  1.64849  0.06
H  0.65883  2.44735  -0.60078  0.04
H  -0.94362  1.98361  -0.96194  0.11
H  0.48386  0.91086  -1.49629  0.08
H  0.24102  1.52656  1.35277  0.13
H  2.10076  -1.45034  1.78839  0.11

Cartesian forces (eV/Å) of the 6 atoms listed first:
2.27 0.97 0.79
-0.85 -0.82 0.64
1.25 0.20 1.80
-0.42 2.63 -0.89
-3.30 -1.65 -0.46
-0.96 -1.27 -2.09

As for the spin multiplicity: 1. The HOMO energy is -10.48 eV. The energy relative to the best compared isomer or geometry (same formula, charge and spin) is 311.0 kJ/mol. Its SMILES is C=C[C@@](O)(C#N)C(C)C.



Number 1: energy -432443.3882 eV. Number 2: energy -13853.8256 eV. Number 3: energy -34637.3526 eV. Number 4: energy -10972.0529 eV.